Formula: C32H88CrCsN8O12S
Source: the Open Molecules 2025 dataset
Level of theory: ωB97M-V/def2-TZVPD

XYZ file:
```
143
Properties=species:S:1:pos:R:3:forces:R:3:mulliken_spin:R:1
Cr -2.491594 0.717230 0.807020 1.2 -1.0 -1.6 4.052
Cs -0.381028 2.796819 4.189413 0.6 -0.1 0.0 0.005
S 0.234924 0.632466 0.869330 2.0 1.0 -1.5 0.008
O -0.706416 1.459401 0.089484 -1.5 2.0 -1.4 -0.126
O 0.925436 1.440585 1.866557 -0.7 -0.3 -0.6 0.031
O -0.756074 -0.216526 1.517123 -2.4 -2.7 1.8 -0.080
O 1.094735 -0.063747 -0.060834 0.1 0.8 1.2 -0.013
C 3.630783 -0.633437 2.877165 0.5 -0.4 -0.9 0.000
C 2.456747 -1.289640 3.558401 0.0 1.2 0.4 -0.001
C 2.839951 -2.165535 4.766133 -0.5 0.3 -0.1 0.000
O 3.864664 -3.084970 4.524483 1.2 0.0 -0.5 0.000
C 3.452142 -4.382771 4.157163 -1.8 0.0 1.2 0.000
N 1.594462 -0.182471 4.047885 0.5 -0.8 -0.2 0.001
H 4.115886 0.145780 3.466577 0.3 -0.5 0.5 0.000
H 3.371245 -0.097645 1.957801 -0.6 -0.1 0.0 0.000
H 4.288619 -1.430126 2.519977 0.6 0.3 0.4 0.000
H 1.923423 -1.865441 2.793163 -0.1 -0.3 0.1 0.001
H 1.950109 -2.673193 5.162848 -0.2 -0.2 -0.2 0.000
H 3.114100 -1.486733 5.576332 0.5 0.0 -0.1 0.000
H 2.883632 -4.752944 5.022728 0.0 -0.4 -0.1 0.000
H 4.233478 -5.118704 3.994136 0.5 0.6 -0.3 0.000
H 2.715278 -4.371712 3.348977 0.3 0.0 -0.4 0.000
H 1.427304 0.391624 3.223623 0.1 -0.1 0.4 -0.003
H 0.699784 -0.597475 4.246924 -0.2 0.3 0.5 0.000
C 0.503129 6.282564 -0.632698 1.1 0.2 -0.7 0.000
C 0.006910 4.926684 -1.110219 -0.3 -0.7 1.4 -0.001
C 1.000861 4.145771 -1.983836 0.0 1.9 -0.9 0.001
O 1.113208 4.925893 -3.193735 0.0 -0.4 -0.1 0.000
C 2.018111 4.371018 -4.136590 -0.2 -0.1 0.3 0.000
N -0.270051 4.184850 0.143417 0.2 0.3 0.3 -0.004
H 0.764940 6.911531 -1.484778 -0.2 0.1 0.1 0.000
H 1.443919 6.135152 -0.090755 0.1 -0.1 -0.1 0.000
H -0.115471 6.823329 0.080196 -0.5 -0.3 -0.3 0.000
H -0.940529 5.002339 -1.645837 0.1 0.2 -0.2 0.000
H 0.629970 3.143218 -2.216425 0.0 -0.2 0.1 0.001
H 1.999482 4.114591 -1.539692 0.0 -0.3 0.3 0.000
H 1.740635 3.334606 -4.351168 0.1 -0.2 0.0 0.000
H 3.047787 4.404991 -3.771178 0.1 -0.1 0.1 0.000
H 1.976026 4.927194 -5.070958 -0.2 0.2 0.1 0.000
H 0.635844 4.077906 0.596575 0.0 0.1 0.2 -0.005
H -0.574156 3.235293 0.014237 0.0 -0.1 -0.5 0.049
C -4.696613 -1.853020 -0.049533 -0.3 -0.9 -0.6 0.083
C -3.344641 -2.112821 -0.718023 -0.7 1.8 0.0 -0.002
C -3.378022 -2.751235 -2.111596 0.0 -0.3 1.2 0.009
O -4.100752 -1.921780 -2.987990 0.5 0.2 -0.1 0.002
C -4.432528 -2.553730 -4.212418 -1.6 0.3 -0.2 0.000
N -2.676460 -0.773700 -0.865957 0.4 -0.9 0.4 -0.086
H -5.330109 -1.115483 -0.545960 0.3 0.2 -0.1 0.000
H -4.542063 -1.572125 0.995076 -0.1 0.0 0.1 -0.005
H -5.285963 -2.772356 -0.103091 0.0 0.0 0.4 0.001
H -2.759300 -2.685623 0.002881 0.2 -0.3 -0.4 -0.006
H -3.846082 -3.730244 -1.964593 0.0 -0.2 -0.5 -0.001
H -2.337507 -2.839870 -2.433002 0.0 -0.3 -0.2 -0.001
H -5.305426 -3.180098 -4.003713 0.3 -0.5 -0.2 0.000
H -3.668727 -3.096387 -4.769378 0.4 0.0 0.6 0.000
H -4.838559 -1.803651 -4.892685 0.3 0.3 0.1 0.000
H -1.722109 -1.075503 -1.117929 0.3 0.5 0.1 -0.001
H -2.974461 -0.428721 -1.778249 -0.3 0.3 0.2 0.036
C -5.487123 2.735330 -1.837914 0.5 0.2 -0.2 -0.002
C -4.062976 2.133063 -1.646233 -2.7 -0.1 -0.3 0.020
C -3.012622 3.013357 -2.268931 0.3 0.0 -0.3 -0.008
O -3.271728 3.079670 -3.643802 0.0 -0.6 -0.6 0.001
C -2.198189 3.650645 -4.398988 0.1 0.4 1.2 0.000
N -3.881815 1.954999 -0.180939 0.4 0.6 0.7 -0.083
H -6.293910 2.060925 -1.543033 0.2 -0.3 -0.1 0.000
H -5.586626 2.943749 -2.901997 -0.2 0.2 0.1 0.002
H -5.645749 3.638725 -1.243116 0.2 0.2 -0.2 -0.001
H -4.203885 1.171095 -2.140771 0.9 -0.2 0.1 -0.010
H -2.012221 2.610863 -2.074416 0.1 0.1 0.1 0.024
H -3.091804 4.026075 -1.850236 0.2 0.0 0.3 0.001
H -2.076642 4.674309 -4.034632 0.1 0.2 -0.5 0.000
H -2.406323 3.610162 -5.462508 -0.3 0.0 0.1 0.000
H -1.255072 3.143815 -4.178289 0.0 -0.2 -0.1 0.000
H -3.736453 2.917388 0.136068 0.1 0.0 0.2 0.025
H -4.802791 1.732314 0.192899 -0.1 -0.1 -0.1 0.028
C -1.697857 -2.097741 6.158737 -0.2 -1.3 0.0 0.001
C -1.461462 -2.025791 4.648912 0.3 0.1 0.5 -0.004
C -2.625743 -2.569385 3.796235 0.2 0.4 0.2 -0.011
O -2.817036 -3.951495 3.885085 -0.3 -0.6 0.6 0.000
C -4.054335 -4.325556 3.295167 0.1 0.9 -1.2 0.001
N -1.144205 -0.648720 4.261930 -1.0 -0.1 -0.3 0.012
H -2.554131 -1.501717 6.479523 0.0 0.2 -0.1 0.000
H -0.844706 -1.896913 6.806386 0.2 0.6 -0.5 0.000
H -1.924819 -3.132248 6.431931 -0.3 0.0 -0.2 0.000
H -0.544659 -2.548759 4.359139 -0.1 -0.5 0.3 0.000
H -2.421228 -2.296496 2.749145 0.0 0.0 -0.1 0.040
H -3.528059 -2.015590 4.093772 -0.2 -0.1 0.1 -0.005
H -4.039440 -3.892232 2.285591 -0.3 0.1 -0.1 0.001
H -4.921446 -3.901834 3.806448 0.1 0.0 0.3 0.000
H -4.214518 -5.385023 3.111171 0.6 -0.2 0.7 0.000
H -1.917479 -0.025670 4.442758 -0.6 0.0 0.3 0.002
H -1.036879 -0.673043 3.253682 0.2 0.3 0.0 0.008
C 4.936981 4.173944 1.857650 0.2 -0.1 -0.7 0.000
C 3.572964 3.681956 1.378093 0.5 0.3 0.3 0.000
C 3.834151 2.594830 0.313022 -0.4 0.4 0.8 -0.002
O 4.296958 3.177214 -0.888580 -0.2 -0.7 0.4 0.000
C 4.635322 2.165076 -1.845751 -0.7 1.1 0.3 0.000
N 2.856031 3.152360 2.537195 0.0 -0.8 0.0 0.000
H 4.964822 5.015917 2.546117 -0.4 0.1 -0.1 0.000
H 5.493180 4.401202 0.945702 0.3 0.3 0.2 0.000
H 5.451765 3.343002 2.347564 0.0 0.0 0.0 0.000
H 2.982447 4.503812 0.963443 0.1 0.0 -0.2 0.000
H 2.938398 1.974163 0.193945 -0.3 0.2 -0.5 0.001
H 4.541897 1.891625 0.772986 0.5 0.0 -0.3 0.000
H 3.801138 1.464014 -1.920733 0.1 -0.3 0.0 0.000
H 5.567922 1.685950 -1.549337 0.0 -0.2 -0.3 0.000
H 4.685683 2.723689 -2.778893 0.5 -0.3 -0.2 0.000
H 3.452847 2.372851 2.819195 0.0 0.1 0.7 0.000
H 2.046963 2.621682 2.212195 0.4 0.6 -0.1 -0.002
C -0.813026 0.312966 -3.648870 1.1 0.4 -1.0 -0.001
C 0.172330 -0.864144 -3.485798 -1.0 -0.3 0.5 0.000
C 1.646311 -0.466977 -3.669444 -0.5 0.9 0.4 0.000
O 1.939676 -0.295686 -5.033800 0.2 -0.2 0.0 0.000
C 3.134928 0.422343 -5.235086 0.1 0.8 0.2 0.000
N -0.104076 -1.396056 -2.140527 0.6 0.3 0.8 -0.002
H -1.858828 0.051780 -3.810738 0.0 -0.3 0.5 0.000
H -0.567322 0.895151 -4.542393 0.2 -0.1 -0.1 0.000
H -0.643504 0.997829 -2.814517 -0.4 0.0 0.2 0.003
H -0.134308 -1.679466 -4.143804 0.4 0.2 -0.5 0.000
H 2.349885 -1.092803 -3.105610 -0.1 -0.7 -0.5 0.000
H 1.801919 0.494961 -3.155178 -0.3 0.3 0.0 0.000
H 3.161717 1.331230 -4.622560 -0.2 0.0 0.3 0.000
H 3.173458 0.817446 -6.248797 0.0 -0.6 -0.2 0.000
H 4.041008 -0.126172 -4.966502 -0.1 -0.3 -0.2 0.000
H 0.163119 -0.697100 -1.425891 -0.1 -0.3 -0.8 0.007
H 0.549479 -2.136918 -1.910083 -0.1 -0.3 -0.3 0.001
C 2.842280 -4.760680 -0.162945 -0.6 -1.1 -0.4 0.000
C 1.872993 -3.613287 -0.348486 0.5 0.1 0.5 0.000
C 0.607872 -3.763506 0.483906 -0.7 -0.6 0.0 0.008
O 0.013595 -5.042393 0.224716 1.0 -0.2 0.3 0.000
C -0.749673 -5.569820 1.286635 -0.7 0.6 -0.3 0.000
N 2.596965 -2.367933 -0.055430 -1.0 0.4 -1.2 0.000
H 2.370685 -5.709142 -0.432744 -0.1 0.1 -0.1 0.000
H 3.146336 -4.911480 0.872877 0.4 0.4 0.0 0.000
H 3.668394 -4.640655 -0.860758 0.3 0.2 0.4 0.000
H 1.571290 -3.642574 -1.398681 0.1 0.2 -0.1 0.000
H -0.168645 -3.021549 0.260645 0.2 0.4 -0.3 -0.002
H 0.842286 -3.587516 1.541033 0.1 -0.5 0.2 0.000
H -0.934501 -6.636962 1.169913 0.2 0.0 -0.4 0.000
H -1.717446 -5.055992 1.215639 -0.2 -0.1 0.6 0.000
H -0.300786 -5.419182 2.271210 0.1 0.2 0.0 0.000
H 1.999854 -1.564919 -0.297451 0.8 -0.7 0.4 -0.002
H 2.817313 -2.263770 0.924125 0.0 -0.3 0.2 0.000
```
Positions in Å, forces in eV/Å.

For the HOMO energy (alpha / beta), the calculation gives -0.3916 / -0.3917 Ha. The orbital gap (alpha / beta) is 0.242 / 0.233 Ha. For the energy relative to the best compared isomer or geometry (same formula, charge and spin), the calculation gives 253.5 kJ/mol. As for the charge: +1. As for the spin multiplicity: 5.